20
Properties=species:S:1:pos:R:3:lowdin_charge:R:1 method="wB97M-V/def2-TZVPD" e_homo_ha=-0.243 lumo_energy_ha=0.022 relative_energy_ev=4.721 orbital_gap_ev=7.22
C 0.65289 1.46713 -1.31658 -0.04
C 0.75130 -1.71356 1.34043 -0.15
C -0.13175 1.03642 -0.11516 -0.49
C 0.75570 -1.19082 -0.07993 -0.37
N 1.69694 -1.60114 -0.83990 0.02
N -0.19420 1.56637 1.04098 0.12
H 1.63360 -1.18937 -1.77660 0.00
H 0.60838 2.15472 1.24230 0.07
H 0.61204 0.73482 -2.12305 0.07
H 0.26240 2.42223 -1.68903 0.09
H 1.70419 -2.18286 1.60814 0.06
H 0.53025 -0.90931 2.04857 0.04
H 1.69799 1.59984 -1.04291 0.09
H -0.03729 -2.46842 1.45125 0.06
N -1.41868 0.31013 -0.51638 -0.06
N -2.28895 -0.04804 0.56627 0.07
H -1.89448 -0.91080 0.93972 0.07
H -2.10444 0.66250 1.28057 0.07
H -1.96479 0.83156 -1.21080 0.16
H -0.87110 -0.57142 -0.80786 0.12

59
Properties=species:S:1:pos:R:3:lowdin_charge:R:1 method="wB97M-V/def2-TZVPD" e_homo_ha="-0.264 / -0.258" lumo_energy_ha="-0.015 / -0.015" spin_multiplicity=2 relative_energy_ev=1.869 orbital_gap_ev="6.77 / 6.59"
Ru -0.02680 -0.32153 0.26532 1.15
N 2.40368 0.29355 0.31135 0.06
C 3.26187 -0.80897 0.76322 -0.26
C 4.66376 -0.88415 0.14197 -0.14
C 4.74692 -0.76860 -1.38328 -0.17
C 3.82726 -1.72545 -2.14997 -0.15
N 4.00387 -3.12365 -1.79434 0.11
C 5.07675 -3.83677 -2.03710 -0.43
N 5.18982 -5.03998 -1.43374 0.20
N 6.02562 -3.43369 -2.91242 0.20
C 2.49159 -2.15252 0.57622 -0.60
O 3.11370 -3.23936 0.60590 -0.03
O 1.27804 -1.98998 0.39127 -0.14
H 2.65269 0.59626 -0.62139 0.07
H 2.44269 1.08402 0.94085 0.10
H 3.37725 -0.74176 1.84898 0.16
H 5.08607 -1.84035 0.45390 0.11
H 5.28913 -0.10111 0.57767 0.12
H 5.78622 -0.95298 -1.66804 0.10
H 4.50953 0.24524 -1.71647 0.11
H 3.98523 -1.58754 -3.22350 0.12
H 2.78676 -1.48460 -1.94532 0.10
H 3.51072 -3.38995 -0.91983 0.09
H 4.63194 -5.14440 -0.59508 0.12
H 6.09929 -5.46983 -1.39696 0.12
H 5.73660 -2.74132 -3.58626 0.11
H 6.62349 -4.15041 -3.29202 0.12
C -2.31496 3.34866 0.53790 -0.09
C -3.56402 2.89026 0.13064 -0.10
C -3.77693 1.54130 -0.05581 -0.05
C -2.74497 0.61520 0.14931 -0.20
C -1.45012 1.08234 0.46264 -0.26
C -1.27800 2.44324 0.70443 -0.11
C -2.96003 -0.81492 0.04862 -0.20
C -4.24341 -1.39406 0.14065 0.00
C -4.39490 -2.74659 0.15142 0.00
C -3.26358 -3.57946 -0.00501 -0.16
C -3.33004 -4.98046 0.04766 -0.04
C -2.20399 -5.74250 -0.14648 -0.09
C -0.99038 -5.12035 -0.46004 -0.07
C -0.89405 -3.75136 -0.51429 -0.01
C -2.00709 -2.94412 -0.21064 -0.18
N -1.87619 -1.59598 -0.11172 0.10
H -2.15343 4.40540 0.70847 0.10
H -4.36874 3.59446 -0.03679 0.09
H -4.75171 1.19935 -0.38184 0.10
H -0.30884 2.80315 1.03282 0.09
H -5.10812 -0.75565 0.24100 0.11
H -5.37221 -3.19668 0.27044 0.12
H -4.28303 -5.45308 0.25204 0.11
H -2.26168 -6.81976 -0.06661 0.10
H -0.11110 -5.72210 -0.64944 0.10
H 0.04114 -3.27887 -0.76804 0.09
F -0.87642 0.43605 -2.42576 -0.05
C 0.29472 0.42732 -1.69217 -0.39
F 1.10061 -0.52095 -2.35274 -0.11
H 0.77246 1.40061 -1.87907 0.09
N 0.29349 0.03605 3.41224 -0.03
C 0.15077 -0.09483 2.27014 -0.41

13
Properties=species:S:1:pos:R:3:lowdin_charge:R:1 method="wB97M-V/def2-TZVPD" e_homo_ha=-0.352 lumo_energy_ha=-0.007 relative_energy_ev=1.870 orbital_gap_ev=9.39
C 1.60626 1.11971 0.16568 -0.10
C 0.29508 0.74433 -0.52490 -0.29
N 0.28710 -0.69754 -0.71163 0.04
C -0.61452 -1.45438 -0.24251 -0.12
C -1.86683 -1.10022 0.50671 -0.23
O -2.52234 -1.96576 1.03942 0.05
H 1.83363 2.18129 0.03431 0.07
H 2.41988 0.53004 -0.26538 0.07
H 1.56268 0.90475 1.23809 0.07
H -0.56000 1.14755 0.03513 0.09
H 0.27075 1.18945 -1.52604 0.12
H -0.49975 -2.53351 -0.38109 0.12
H -2.18887 -0.04272 0.53649 0.11

9
Properties=species:S:1:pos:R:3:lowdin_charge:R:1 method="wB97M-V/def2-TZVPD" e_homo_ha=-0.312 lumo_energy_ha=0.021 smiles="O=C(P)NS" relative_energy_ev=1.479 orbital_gap_ev=9.06
O 1.60194 -0.13810 0.37723 0.04
C 0.46170 -0.30957 0.38045 -0.72
P -0.68319 -1.57870 1.05755 0.84
N -0.64261 0.94092 -0.32608 -0.52
S 0.21984 1.51881 -1.62703 0.66
H -1.64996 -1.45911 0.01586 -0.09
H 0.11872 -2.70131 0.67418 -0.09
H -0.65288 1.59721 0.52052 0.06
H 1.22644 2.12983 -1.07267 -0.18